No. 1
A cluster of 3 separate species, C27H55N3O5 in total. Source: the OMol25 dataset; level of theory: ωB97M-V with the def2-TZVPD basis set.

Summary:
**Kohn-Sham gap (spin up / spin down)**: 9.09 / 9.45 eV
**Expectation value of S²**: 2.008
**Spin multiplicity**: 3

Cartesian coordinates (Å):
C (3.5525, -0.6777, -4.6926)
C (4.1236, -0.0221, -5.9707)
C (3.1818, 0.0728, -7.1882)
C (1.6939, 0.1118, -6.8865)
C (1.2240, 1.3733, -6.1567)
C (-0.1270, 1.0826, -5.4553)
C (-1.2233, 2.0947, -5.7669)
O (-2.2041, 1.4789, -6.6700)
C (-3.4462, 1.6350, -6.2115)
O (-4.0366, 2.6324, -6.3377)
O (-3.9755, 0.5847, -5.5612)
C (-4.3782, -0.4417, -6.4622)
N (-5.8073, -0.6239, -6.3414)
H (3.5284, 0.0483, -3.8918)
H (2.6058, -1.1822, -4.8186)
H (4.2508, -1.4344, -4.3522)
H (4.9772, -0.6162, -6.2762)
H (4.5433, 0.9423, -5.7197)
H (3.4431, 0.9774, -7.7314)
H (3.3796, -0.7390, -7.8809)
H (1.1788, 0.1042, -7.8451)
H (1.3571, -0.7898, -6.3955)
H (1.9543, 1.7344, -5.4436)
H (1.0159, 2.1437, -6.8915)
H (-0.4957, 0.1270, -5.8001)
H (0.0048, 0.9797, -4.3868)
H (-1.7718, 2.3870, -4.8801)
H (-0.8234, 2.9786, -6.2494)
H (-4.0817, -0.1945, -7.4834)
H (-3.8991, -1.3757, -6.1960)
H (-6.0960, -1.2997, -7.0394)
H (-6.2726, 0.2575, -6.5320)
C (-2.4662, 0.7046, 1.8837)
C (-1.1680, 0.6625, 1.0485)
C (-0.6695, 2.0875, 0.8000)
C (-1.5046, 2.8496, -0.2286)
C (-1.6267, 2.0502, -1.5248)
C (-2.1411, 0.6253, -1.3100)
N (-1.3925, -0.0784, -0.2287)
O (-0.2566, -0.4646, -0.6927)
C (-3.6498, 0.6604, -0.9920)
C (-2.0501, -0.1423, -2.6252)
C (-0.1651, -0.0702, 1.9360)
H (-3.1573, 1.4883, 1.5798)
H (-2.9882, -0.2526, 1.8452)
H (-2.2372, 0.9064, 2.9302)
H (0.3678, 2.0558, 0.4507)
H (-0.6581, 2.6374, 1.7436)
H (-2.4948, 3.0797, 0.1736)
H (-1.0334, 3.8125, -0.4380)
H (-2.2892, 2.5751, -2.2182)
H (-0.6428, 2.0154, -2.0063)
H (-4.0053, -0.3236, -0.6830)
H (-4.2142, 0.9492, -1.8794)
H (-3.9217, 1.3806, -0.2244)
H (-1.0391, -0.1599, -3.0286)
H (-2.6812, 0.3303, -3.3774)
H (-2.3884, -1.1731, -2.5057)
H (-0.4805, -1.0992, 2.1200)
H (-0.0813, 0.4302, 2.9005)
H (0.8360, -0.0911, 1.5072)
C (2.9096, -3.0561, 5.9724)
C (2.7042, -1.5284, 5.8778)
C (3.5118, -0.8306, 6.9742)
C (2.9068, -0.9936, 8.3675)
C (1.4413, -0.5631, 8.3729)
C (0.6029, -1.2584, 7.2984)
N (1.2522, -1.1903, 5.9565)
O (1.0718, -0.0163, 5.4658)
C (0.3485, -2.7248, 7.7035)
C (-0.7875, -0.6267, 7.2614)
C (3.2764, -1.1453, 4.5141)
H (2.9035, -3.4361, 6.9918)
H (2.1512, -3.5899, 5.3982)
H (3.8806, -3.3349, 5.5631)
H (3.5842, 0.2387, 6.7501)
H (4.5345, -1.2141, 6.9710)
H (3.0042, -2.0271, 8.7112)
H (3.4671, -0.3851, 9.0804)
H (1.0056, -0.7576, 9.3555)
H (1.3965, 0.5210, 8.2268)
H (-0.1109, -3.2809, 6.8850)
H (-0.3342, -2.7669, 8.5525)
H (1.2424, -3.2560, 8.0204)
H (-0.7516, 0.4469, 7.0829)
H (-1.2848, -0.7741, 8.2199)
H (-1.4062, -1.0840, 6.4872)
H (2.7109, -1.6112, 3.7050)
H (4.3100, -1.4822, 4.4402)
H (3.2815, -0.0683, 4.3527)

No. 2
A structure of composition C10H24N6OSSbSc. Source: the OMol25 dataset; level of theory: ωB97M-V with the def2-TZVPD basis set.

Summary:
**Total charge**: +2
**Kohn-Sham gap**: 9.04 eV
**Spin multiplicity**: 1

Cartesian coordinates (Å):
Sc (0.6735, -0.2399, -0.3755)
N (-1.4159, -3.8215, -0.2098)
C (-0.4751, -2.9380, -0.4687)
O (-0.2387, -1.9990, 0.3563)
C (0.3362, -3.0176, -1.7246)
C (0.8556, -1.6220, -2.0770)
H (-1.9102, -3.7939, 0.6696)
H (-1.6078, -4.5781, -0.8471)
H (-0.2243, -3.5266, -2.5122)
H (1.1725, -3.6816, -1.4785)
H (0.1652, -1.1271, -2.7798)
H (1.7909, -1.7221, -2.6334)
N (2.9084, 0.3916, -1.0553)
N (3.2001, 1.7265, -1.3737)
C (2.2500, 2.6772, -1.3092)
N (2.6079, 3.9126, -1.6193)
S (0.6368, 2.3311, -0.8680)
H (3.5590, 0.0816, -0.3350)
H (3.0467, -0.1883, -1.8798)
H (4.1432, 1.9437, -1.6638)
H (3.5400, 4.1623, -1.9133)
H (1.9134, 4.6422, -1.5967)
N (1.5497, -1.1336, 2.6012)
C (1.8136, -0.7115, 3.8443)
C (1.8439, 0.6669, 3.8123)
C (1.5813, 0.9975, 2.4861)
N (1.3976, -0.1027, 1.7433)
H (1.3723, -2.0767, 2.2953)
H (1.9515, -1.4097, 4.6533)
H (2.0267, 1.3356, 4.6345)
H (1.5132, 1.9706, 2.0272)
C (-3.1003, 2.3044, -1.2033)
Sb (-2.2787, 0.5639, -0.3108)
C (-2.6216, 0.9929, 1.7490)
C (-3.8360, -0.8352, -0.6810)
H (-3.9978, 2.5787, -0.6515)
H (-3.3635, 2.1015, -2.2396)
H (-2.3863, 3.1242, -1.1719)
H (-3.6934, 1.0366, 1.9363)
H (-2.1829, 1.9603, 1.9903)
H (-2.1763, 0.2294, 2.3844)
H (-4.7846, -0.3015, -0.6607)
H (-3.8395, -1.5884, 0.1050)
H (-3.7162, -1.3162, -1.6491)

No. 3
A cluster of 10 separate species, C18H63B2NO7 in total. Source: the OMol25 dataset; level of theory: ωB97M-V with the def2-TZVPD basis set.

Summary:
**Kohn-Sham gap**: 9.66 eV
**Spin multiplicity**: 1

Cartesian coordinates (Å):
O (-1.8125, -3.2934, 0.8456)
H (-1.1345, -3.9723, 0.8787)
H (-1.4076, -2.4232, 0.8240)
H (-2.3843, -3.4363, 0.0878)
N (-2.4042, -0.5196, -1.7536)
H (-1.4613, -0.6674, -1.4234)
H (-2.7551, 0.3108, -1.2980)
H (-2.9559, -1.3011, -1.4297)
H (-2.4177, -0.4712, -2.7624)
B (-3.4382, -3.0749, -1.1313)
H (-3.5386, -2.2290, -0.4690)
H (-4.0759, -2.9574, -1.9937)
H (-2.3871, -3.1195, -1.3707)
H (-3.6868, -3.9650, -0.5743)
B (-0.5322, -0.8705, 0.4925)
H (-0.0975, -1.6263, 1.1281)
H (-0.4261, -1.1340, -0.5485)
H (-1.5657, -0.7362, 0.7720)
H (0.0427, 0.0314, 0.6349)
C (-0.6580, -6.5406, -0.8612)
C (0.1102, -6.0339, 0.3266)
C (1.0490, -4.8870, 0.0022)
O (-0.7271, -5.5298, 1.3702)
H (-1.3078, -7.3844, -0.6290)
H (0.0600, -6.9075, -1.5947)
H (-1.2603, -5.7145, -1.2391)
H (0.6608, -6.8538, 0.7877)
H (1.8259, -4.7952, 0.7611)
H (0.5247, -3.9628, -0.2408)
H (1.5664, -5.1570, -0.9184)
H (-1.2873, -6.2727, 1.6067)
C (-4.2283, 4.1830, -1.5467)
C (-3.1709, 3.1449, -1.3223)
C (-2.4087, 3.1090, 0.0693)
O (-3.6622, 1.8348, -1.5432)
H (-4.8046, 3.9934, -2.4522)
H (-3.8321, 5.1978, -1.5817)
H (-5.0019, 4.1119, -0.7821)
H (-2.4276, 3.2875, -2.1066)
H (-1.9800, 4.0985, 0.2280)
H (-1.6939, 2.2864, 0.0467)
H (-3.1182, 2.9707, 0.8851)
H (-4.6022, 2.0130, -1.4648)
C (2.6532, 5.2410, 2.0941)
C (2.4863, 4.0261, 1.1712)
C (1.2905, 3.1537, 1.6162)
O (2.2297, 4.5328, -0.1279)
H (2.8451, 4.9233, 3.1190)
H (1.7773, 5.8857, 2.0206)
H (3.5057, 5.7527, 1.6476)
H (3.3989, 3.4316, 1.1277)
H (1.1258, 2.2665, 1.0048)
H (0.3586, 3.7102, 1.5159)
H (1.4272, 2.8038, 2.6394)
H (2.2156, 3.8053, -0.7541)
C (3.1710, -1.8969, -0.7596)
C (3.8516, -0.6616, -0.1251)
C (4.8524, -0.0349, -1.1345)
O (2.7648, 0.1827, 0.0711)
H (3.0152, -1.6933, -1.8190)
H (2.2047, -2.1892, -0.3487)
H (3.7543, -2.8177, -0.7699)
H (4.2686, -0.8823, 0.8575)
H (5.6787, -0.7332, -1.2684)
H (5.3135, 0.8742, -0.7486)
H (4.3854, 0.1494, -2.1020)
H (2.0275, -0.2870, 0.4678)
C (1.9753, 0.7787, -3.4410)
C (1.5499, 2.0637, -2.7096)
C (0.1865, 1.8333, -1.9926)
O (2.5515, 2.3220, -1.7586)
H (1.1777, 0.4569, -4.1106)
H (2.1827, 0.0318, -2.6747)
H (2.8861, 0.9606, -4.0115)
H (1.4984, 2.9356, -3.3617)
H (-0.6138, 1.7145, -2.7231)
H (-0.0441, 2.7341, -1.4238)
H (0.1257, 1.0094, -1.2816)
H (2.4354, 1.6543, -1.0787)
C (0.5554, 0.2210, 4.0319)
C (-0.9583, 0.3468, 3.9460)
C (-1.3827, 1.5631, 3.0914)
O (-1.4404, -0.8094, 3.2965)
H (1.0091, 0.4646, 3.0713)
H (0.8335, -0.8067, 4.2656)
H (0.9107, 0.9262, 4.7833)
H (-1.3666, 0.4781, 4.9481)
H (-1.1820, 1.4134, 2.0305)
H (-0.9214, 2.4962, 3.4146)
H (-2.4592, 1.6590, 3.2334)
H (-1.2991, -0.7265, 2.3506)

No. 4
A cluster of 2 separate species, C2H7N2O in total. Source: the OMol25 dataset; level of theory: ωB97M-V with the def2-TZVPD basis set.

Summary:
**Total charge**: -1
**Kohn-Sham gap**: 5.82 eV
**Spin multiplicity**: 1

Cartesian coordinates (Å):
C (0.4096, -1.7554, -0.9275)
O (1.2334, -0.7310, -1.4393)
H (-0.5116, -1.7963, -1.5132)
H (0.1685, -1.5841, 0.1235)
H (1.0243, -2.6550, -0.9392)
N (-0.9669, 0.6782, 1.5399)
C (-0.2817, 1.1994, 0.4401)
N (0.0171, 2.4438, 0.4647)
H (-1.5271, -0.0999, 1.2651)
H (-1.3711, 1.4283, 2.1275)
H (1.0060, 0.1503, -1.0417)
H (0.7995, 2.7218, -0.0999)

No. 5
A structure of composition C22H43CoN2P3S. Source: the OMol25 dataset; level of theory: ωB97M-V with the def2-TZVPD basis set.

Summary:
**Total charge**: +3
**Kohn-Sham gap (spin up / spin down)**: 7.22 / 3.48 eV
**Expectation value of S²**: 6.038
**Spin multiplicity**: 5

Cartesian coordinates (Å):
Co (-0.7809, -0.3688, -0.1807)
P (-0.4661, -2.3033, -0.8121)
P (1.3628, 0.3223, -1.5256)
P (-2.1707, -0.3821, 1.3921)
H (-0.4457, 1.9121, -2.4407)
C (-1.0732, 1.8971, -1.5462)
C (-0.8903, 2.7562, -0.5019)
H (0.0901, 3.1780, -0.2631)
C (-1.5175, -2.5596, -2.2752)
C (1.1255, -3.1062, -1.2563)
C (-1.0919, -3.6230, 0.3234)
C (1.8975, 2.0557, -1.8745)
C (3.0219, -0.2872, -0.9623)
C (1.2348, -0.2594, -3.2802)
C (-2.6930, 1.1339, 2.2694)
C (-1.8109, -1.3874, 2.8994)
C (-3.7702, -1.2121, 0.8811)
H (-1.9588, 1.2624, -1.7173)
H (-1.7030, 2.9823, 0.2016)
H (-1.5253, -3.6229, -2.5306)
H (-1.1333, -1.9821, -3.1207)
H (-2.5393, -2.2318, -2.0556)
H (0.9159, -4.1115, -1.6556)
H (1.7608, -3.2155, -0.3655)
H (1.6843, -2.5437, -2.0134)
H (-1.0205, -4.5857, -0.1960)
H (-2.1373, -3.4503, 0.5943)
H (-0.4819, -3.6743, 1.2319)
H (2.7187, 2.0127, -2.5989)
H (2.2346, 2.5133, -0.9407)
H (1.1089, 2.6847, -2.2905)
H (3.7514, -0.1111, -1.7690)
H (3.0091, -1.3526, -0.7018)
H (3.3187, 0.2942, -0.0778)
H (2.0531, 0.2120, -3.8398)
H (0.2736, 0.0841, -3.6824)
H (1.2923, -1.3473, -3.3912)
H (-3.5264, 0.9144, 2.9577)
H (-3.0085, 1.9299, 1.5844)
H (-1.8430, 1.4931, 2.8675)
H (-2.7072, -1.4250, 3.5341)
H (-1.0064, -0.8997, 3.4598)
H (-1.5140, -2.4093, 2.6447)
H (-4.6094, -0.7302, 1.4106)
H (-3.7578, -2.2869, 1.1289)
H (-3.9146, -1.0951, -0.2044)
C (-5.8169, 2.4227, -1.4215)
C (-6.8398, 1.8001, -2.1695)
C (-7.9472, 2.5353, -2.6161)
C (-8.0267, 3.9110, -2.3372)
C (-6.9503, 4.5642, -1.7235)
C (-5.8352, 3.8268, -1.3099)
S (-4.6546, 1.4961, -0.4771)
H (-3.6507, 1.0651, -1.3425)
H (-6.7436, 0.7411, -2.3960)
H (-8.7457, 2.0435, -3.1904)
H (-8.9203, 4.4713, -2.6350)
H (-6.9693, 5.6473, -1.5862)
H (-4.9700, 4.3129, -0.8823)
N (3.8510, 0.2333, 4.2483)
C (2.8365, 0.1712, 3.3376)
C (2.2315, 1.3367, 2.8262)
C (1.2021, 1.2157, 1.8962)
N (0.7784, 0.0106, 1.4409)
C (1.3322, -1.1071, 1.9557)
C (2.3450, -1.0831, 2.9120)
H (4.2146, 1.1214, 4.5669)
H (4.2650, -0.6195, 4.6237)
H (2.5785, 2.3205, 3.1395)
H (0.7097, 2.1003, 1.4875)
H (0.9600, -2.0589, 1.5801)
H (2.7472, -2.0095, 3.2908)

no.,DFT total energy (hartree)
1,-1602.07004
2,-2197.95373
3,-1354.45764
4,-265.10268
5,-3777.55913